Entry from the Open Molecules 2025 dataset: a structure of composition C14H19KN3OS (ωB97M-V/def2-TZVPD).

Element x y z (Å)
K 0.81362 -0.27199 1.26943
C -2.95973 2.98000 0.32071
C -4.11811 2.22602 0.31333
C -4.03311 0.86922 0.56966
C -2.78981 0.29069 0.83075
N -1.67065 1.02578 0.84540
C -1.77029 2.32707 0.59172
C -2.68198 -1.18128 1.12058
C -3.78407 -2.02343 0.97126
C -3.66256 -3.37002 1.26425
C -2.44404 -3.85204 1.70410
C -1.40349 -2.94826 1.82448
N -1.50355 -1.65178 1.54596
H -2.96281 4.04326 0.13040
H -5.07992 2.67976 0.11609
H -4.93013 0.27275 0.57891
H -0.84029 2.88626 0.61074
H -4.72714 -1.64383 0.61434
H -4.51375 -4.02654 1.14483
H -2.29429 -4.89335 1.94912
H -0.43350 -3.29741 2.16491
O 2.27872 -0.81882 -0.58204
S 3.54254 -0.11290 -1.01563
C 4.07726 -0.81564 -2.60283
C 4.27823 0.34727 -3.56434
C 3.10649 1.28796 -3.30808
C 3.04774 1.45861 -1.79344
H 3.24745 -1.45498 -2.91200
H 4.95276 -1.43775 -2.42983
H 4.31809 -0.01655 -4.59069
H 5.22497 0.85486 -3.36578
H 2.17908 0.83944 -3.66940
H 3.22146 2.24927 -3.80701
H 2.05775 1.68576 -1.39855
H 3.73908 2.22623 -1.44278
N 2.03746 0.73165 3.72851
H 2.69745 0.08181 4.14388
H 1.28270 0.81820 4.40308
H 2.50037 1.63476 3.72595

Summary:
* E_LUMO: -2.5 eV
* multiplicity: 1
* M: 316.5 g mol⁻¹
* Kohn-Sham gap: 9.24 eV
* net charge: +1

---

Entry from the Open Molecules 2025 dataset: a structure of composition C14H19N3O3 at a distorted geometry (ωB97M-V/def2-TZVPD).

Element x y z (Å)
C 2.30989 -1.41629 1.39875
C 2.30903 -2.81140 0.67987
C 1.84706 -2.70002 -0.80565
C 0.23752 -3.01582 -1.00149
C -0.63017 -2.01984 -0.55741
C -2.15483 -2.01175 -0.76312
N -3.08034 -1.16943 -0.48297
N -2.69361 0.13567 -0.14667
C -3.55761 1.21945 -0.08694
O -4.57745 1.18441 -0.45195
C -2.90304 2.59529 0.73592
C -1.48718 2.57441 0.31593
C -0.93419 2.70727 -0.95853
C 0.40290 2.95857 -1.14093
C 1.29972 2.41404 -0.36809
C 0.83998 2.00969 1.15903
C -0.39572 1.90732 1.40713
H -0.78612 1.71468 2.42352
H 1.75989 1.82832 1.68162
N 2.67228 2.40794 -0.47964
O 3.40226 1.78308 0.07853
O 2.92283 2.96071 -1.49074
H 0.71882 3.29027 -2.09868
H -1.75125 3.26116 -1.39711
H -3.02330 2.45236 1.54684
H -3.28700 3.31036 0.36544
H -1.72844 0.03870 0.36661
H -2.40209 -2.66080 -1.34117
H -0.67918 -1.89298 0.80025
H -0.20386 -0.92745 -0.67940
H -0.11524 -3.81338 -0.56353
H -0.04735 -3.08518 -2.17341
H 2.21944 -3.56091 -1.29233
H 1.97589 -1.98240 -1.27119
H 3.11172 -3.32741 0.73293
H 1.52427 -3.22418 1.31273
H 2.96734 -0.77947 0.57508
H 1.29129 -0.90101 1.62596
H 2.62585 -1.45399 2.34482

Summary:
* E_LUMO: -0.6 eV
* multiplicity: 1
* M: 277.3 g mol⁻¹
* Kohn-Sham gap: 8.32 eV
* net charge: 0

---

Entry from the Open Molecules 2025 dataset: the molecule C14H19N3O4 at a distorted geometry (ωB97M-V/def2-TZVPD).

Element x y z (Å)
N 5.01834 -1.08913 0.52731
C 4.66302 -0.14784 -0.41151
O 5.43390 0.79117 -0.74587
C 3.28439 -0.47539 -1.03090
C 2.24356 -0.95459 -0.09296
C 1.60881 0.09052 0.91699
N 0.70125 -0.53823 1.89406
C 0.95988 1.20793 0.13195
O 1.57733 1.91261 -0.63664
N -0.35130 1.35347 0.45422
C -1.34691 1.98948 -0.43947
C -2.65133 1.28784 -0.76877
C -2.80656 -0.16299 -0.50088
C -3.24494 -0.63119 0.71178
C -3.45091 -1.96807 0.93340
C -3.16979 -2.87020 -0.01015
C -2.72730 -2.45887 -1.24670
C -2.56269 -1.10903 -1.49773
C -1.48803 3.48095 0.04161
O -2.53181 3.91973 0.43226
O -0.41701 4.22046 0.05569
H 4.19254 -1.47876 0.93228
H 5.59371 -0.74880 1.26388
H 2.96265 0.48074 -1.45619
H 3.50452 -1.30956 -1.82349
H 2.57018 -1.89939 0.40344
H 1.44304 -1.39526 -0.78642
H 2.53877 0.66541 1.45678
H 0.77379 -1.54173 1.97388
H 1.05577 -0.12578 2.88908
H -0.68146 0.60633 1.03960
H -0.78606 2.11827 -1.33259
H -3.02680 1.40534 -1.81410
H -3.39249 1.81589 -0.19337
H -3.75110 0.04745 1.54001
H -3.88390 -2.34768 1.85020
H -3.33345 -3.93834 0.27238
H -2.62757 -3.20166 -2.02014
H -2.15946 -0.73493 -2.48760
H 0.26536 3.73383 -0.42533

Summary:
* E_LUMO: 0.3 eV
* multiplicity: 1
* M: 293.3 g mol⁻¹
* Kohn-Sham gap: 10.00 eV
* net charge: 0